ORCA calculation (the ωB97M-V functional and the def2-TZVPD basis) on a 10-piece molecular cluster, C20H60O10 overall at a distorted geometry.

Geometry (Å):
C1 -3.7661 0.0348 -4.8987
C2 -3.7135 -0.7907 -3.5304
O1 -2.7415 -0.3522 -2.6087
H1 -4.5318 -0.4396 -5.5124
H2 -2.7659 0.1831 -5.3058
H3 -4.0869 1.0221 -4.5666
H4 -3.6093 -1.8654 -3.6791
H5 -4.7084 -0.6694 -3.1019
H6 -1.9577 -0.7925 -2.9453
C3 0.5305 -0.0008 0.8741
C4 -0.2513 -0.1303 -0.4763
O2 -1.5503 0.2045 -0.1218
H7 1.3538 -0.7135 0.9217
H8 -0.0951 -0.0426 1.7657
H9 1.0012 0.9823 0.8627
H10 -0.1986 -1.1566 -0.8397
H11 0.0734 0.5684 -1.2473
H12 -2.0844 -0.0033 -0.8920
C5 -1.1645 -3.3572 -2.6493
C6 0.1206 -2.7466 -3.3188
O3 0.1292 -1.3817 -3.3963
H13 -2.0077 -3.3709 -3.3400
H14 -1.3312 -2.8691 -1.6890
H15 -0.8703 -4.4032 -2.5634
H16 0.2551 -3.1553 -4.3203
H17 1.0642 -3.0273 -2.8509
H18 0.9693 -1.1212 -3.7809
C7 -2.2207 1.5104 3.0617
C8 -2.4672 1.5066 4.6505
O4 -1.4439 0.8115 5.2652
H19 -2.1274 0.4864 2.6999
H20 -1.3313 2.0920 2.8192
H21 -3.0133 1.9140 2.4317
H22 -3.4052 1.0914 5.0190
H23 -2.3023 2.5179 5.0223
H24 -1.7763 0.4049 6.0689
C9 1.6635 3.7218 3.2217
C10 1.0811 5.0847 2.7232
O5 -0.2951 4.8876 2.5495
H25 2.7488 3.6554 3.2982
H26 1.2770 2.9570 2.5480
H27 1.2144 3.4956 4.1888
H28 1.5850 5.2733 1.7753
H29 1.3077 5.8140 3.5010
H30 -0.6780 5.7570 2.4115
C11 4.2562 -2.0397 -0.7915
C12 3.8522 -0.9101 -1.6652
O6 4.4984 -1.1264 -2.8446
H31 5.2900 -1.9552 -0.4567
H32 4.0072 -3.0534 -1.1054
H33 3.7470 -2.0645 0.1720
H34 4.3335 0.0015 -1.3108
H35 2.7640 -0.8755 -1.7168
H36 5.4276 -0.9414 -2.6897
C13 1.6558 0.2681 4.6941
C14 2.6553 1.1737 5.5230
O7 3.6290 0.4103 6.1645
H37 1.3535 -0.5878 5.2975
H38 2.2451 -0.0788 3.8452
H39 0.8045 0.7099 4.1763
H40 2.2619 1.9107 6.2231
H41 3.3288 1.7457 4.8848
H42 4.2156 0.9363 6.7130
C15 1.9817 1.6389 -4.5315
C16 2.2598 0.5814 -5.6655
O8 2.6935 -0.6553 -4.9554
H43 1.5546 2.5395 -4.9725
H44 2.8184 1.7579 -3.8430
H45 1.2251 1.1822 -3.8934
H46 3.0410 0.9012 -6.3551
H47 1.3108 0.5508 -6.2007
H48 3.4729 -0.3551 -4.4821
C17 -4.7882 1.7126 -0.4699
C18 -6.3110 1.9834 -0.6641
O9 -6.4569 3.2028 -1.3262
H49 -4.2294 1.6603 -1.4043
H50 -4.7418 0.7009 -0.0669
H51 -4.2126 2.3352 0.2152
H52 -6.7982 2.1743 0.2921
H53 -6.7319 1.1431 -1.2162
H54 -7.3657 3.3684 -1.5875
C19 2.2527 -4.6123 0.8285
C20 2.0043 -5.0865 2.3197
O10 0.6191 -4.8295 2.5983
H55 3.2507 -4.8153 0.4398
H56 2.1653 -3.5277 0.7654
H57 1.4381 -4.8881 0.1589
H58 2.7291 -4.5011 2.8854
H59 2.2312 -6.1379 2.4963
H60 0.3819 -5.1351 3.4769

Cartesian forces (eV/Å) of the 6 atoms listed first:
C 0.3 -0.5 2.6
C -1.1 0.5 -1.3
O -0.1 -0.1 -0.5
H 0.4 0.2 -0.4
H -0.2 -0.5 -0.5
H -0.2 0.1 -0.3

Properties
lowest unoccupied orbital energy: 0.611 eV
SMILES string: CCO.CCO.CCO.CCO.CCO.CCO.CCO.CCO.CCO.CCO
total charge: 0

Atom charges from the Mulliken analysis, given in e for atoms 1 to 8: -0.98 -0.38 -0.43 0.37 0.27 0.27 0.31 0.38

ORCA calculation (the ωB97M-V functional and the def2-TZVPD basis) on an isolated ion of composition C6H9N2 and charge +1 at a distorted geometry.

Geometry (Å):
N1 -1.6837 -2.3209 -0.6598
C1 -1.8089 -0.8476 -0.4483
C2 -0.4174 -0.0892 -0.1823
C3 0.9754 -0.5275 -0.7141
C4 2.2279 0.3145 -0.3434
C5 2.0138 1.5940 0.5392
N2 0.6744 1.9794 0.9779
C6 -0.5184 1.2268 0.6812
H1 -2.1464 -2.7623 0.1623
H2 -0.7040 -2.6480 -0.5846
H3 -2.4494 -0.6970 0.5073
H4 -2.4164 -0.3292 -1.2881
H5 1.0028 -1.4975 -1.3355
H6 3.2466 -0.0259 -0.7277
H7 2.9401 2.2043 0.8064
H8 0.5941 2.8497 1.5317
H9 -1.5305 1.5764 1.0776

Cartesian forces (eV/Å) of the 6 atoms listed first:
N 0.3 0.3 1.2
C 0.0 0.7 1.0
C 2.0 2.5 0.9
C -0.9 2.8 2.3
C -4.1 1.1 1.3
C -1.4 -3.1 -2.0

Properties
lowest unoccupied orbital energy: -5.204 eV
SMILES string: NCc1ccc[nH+]c1
total charge: +1

Atom charges from the natural (NBO) analysis, given in e for atoms 1 to 8: -0.81 -0.26 0.01 -0.13 -0.20 0.06 -0.47 0.07

ORCA calculation (the ωB97M-V functional and the def2-TZVPD basis) on C41H57N7OS3Si3TeTi as an isolated structure.

Geometry (Å):
Ti1 -0.2417 0.5282 -0.1423
C1 -10.5892 -0.1607 8.7092
O1 -9.1984 -0.1611 9.0251
C2 -8.3170 -0.1658 8.0139
C3 -8.6642 -0.1591 6.6624
C4 -7.6687 -0.1687 5.7010
C5 -6.3255 -0.1825 6.0592
C6 -5.9915 -0.1857 7.4179
C7 -6.9681 -0.1769 8.3842
C8 -5.3113 -0.1965 5.0117
N1 -5.5446 -0.2500 3.7132
C9 -4.3144 -0.2373 3.1313
C10 -3.3090 -0.1770 4.0691
N2 -3.9638 -0.1531 5.2747
C11 -1.9304 -0.1367 3.7234
C12 -0.8519 -0.0856 4.6255
C13 0.4330 -0.0279 4.1512
C14 0.6562 0.0207 2.7760
N3 -0.3416 -0.0356 1.9021
C15 -1.6239 -0.1494 2.3532
C16 -2.6606 -0.2689 1.3596
N4 -2.2684 -0.3364 0.0577
C17 -3.2032 -0.3954 -0.8764
C18 -4.5692 -0.4230 -0.5849
C19 -4.9747 -0.3729 0.7238
C20 -4.0044 -0.2918 1.7372
H1 -11.1091 -0.1763 9.6607
H2 -10.8571 -1.0470 8.1322
H3 -10.8619 0.7407 8.1583
H4 -9.6988 -0.1443 6.3562
H5 -7.9309 -0.1626 4.6515
H6 -4.9570 -0.1986 7.7431
H7 -6.7210 -0.1807 9.4370
H8 -3.5554 -0.0908 6.1912
H9 -1.0361 -0.0909 5.6926
H10 1.2789 0.0054 4.8236
H11 1.6523 0.1212 2.3646
H12 -2.8601 -0.4192 -1.9009
H13 -5.2829 -0.4770 -1.3946
H14 -6.0205 -0.3910 1.0029
C21 4.4596 -3.2711 2.4103
C22 4.9987 -2.3393 1.3316
S1 3.9123 -0.9378 0.9193
C23 3.3870 -1.3017 -0.7717
C24 2.3602 -2.4101 -0.9438
S2 0.7237 -2.0924 -0.2021
C25 0.5712 -3.2297 1.2125
C26 1.6302 -3.1748 2.3094
S3 3.0303 -4.2759 1.9354
H15 4.2182 -2.7239 3.3221
H16 5.2297 -3.9991 2.6692
H17 5.2150 -2.8903 0.4164
H18 5.9329 -1.8962 1.6795
H19 4.2701 -1.5552 -1.3613
H20 3.0149 -0.3456 -1.1421
H21 2.7058 -3.3277 -0.4687
H22 2.1880 -2.6166 -2.0008
H23 0.5087 -4.2273 0.7788
H24 -0.4156 -2.9871 1.6133
H25 1.1797 -3.5081 3.2454
H26 2.0144 -2.1690 2.4365
N5 -0.8803 6.3575 1.4002
C27 -1.2940 5.3954 0.9241
N6 -1.8038 4.2913 0.3969
C28 -1.4468 3.2102 0.0017
N7 -1.1903 2.1107 -0.4369
C29 4.4085 2.3004 2.7773
Si1 3.2095 3.3788 1.8663
C30 1.9497 4.1375 3.0016
C31 4.0370 4.6385 0.8029
C32 2.1805 2.2337 0.7817
C33 1.4811 1.4697 0.1203
H27 5.0593 2.9174 3.4014
H28 5.0360 1.7375 2.0833
H29 3.8969 1.5861 3.4275
H30 2.4414 4.7506 3.7606
H31 1.3567 3.3763 3.5178
H32 1.2683 4.7881 2.4474
H33 4.6980 5.2502 1.4213
H34 3.3053 5.3004 0.3360
H35 4.6409 4.1813 0.0170
C34 0.7474 3.8311 -2.8099
Si2 0.1872 2.9555 -4.3551
C35 1.6426 2.3615 -5.3473
C36 -0.9462 4.0047 -5.3777
C37 -0.8465 1.4377 -3.8132
Te1 0.2855 -0.0845 -2.8341
C38 -0.9516 -1.7335 -3.3887
Si3 -0.3352 -2.5823 -4.9855
C39 -1.5830 -3.8823 -5.4041
C40 1.3458 -3.2942 -4.6226
C41 -0.1748 -1.2816 -6.3082
H36 1.4917 4.5930 -3.0533
H37 1.1998 3.1527 -2.0801
H38 -0.0934 4.3394 -2.3286
H39 2.3175 3.1965 -5.5494
H40 1.3243 1.9599 -6.3126
H41 2.2246 1.5924 -4.8333
H42 -0.4257 4.9057 -5.7126
H43 -1.8264 4.3228 -4.8145
H44 -1.2848 3.4694 -6.2675
H45 -1.2835 0.9406 -4.6818
H46 -1.6384 1.7319 -3.1247
H47 -1.9580 -1.3380 -3.5304
H48 -0.9543 -2.4256 -2.5454
H49 -1.6901 -4.6092 -4.5962
H50 -1.2709 -4.4263 -6.2993
H51 -2.5645 -3.4489 -5.6079
H52 1.3163 -4.0462 -3.8297
H53 2.0535 -2.5088 -4.3414
H54 1.7475 -3.7790 -5.5157
H55 -1.1347 -0.8386 -6.5852
H56 0.2543 -1.7197 -7.2125
H57 0.5006 -0.4800 -5.9928

Cartesian forces (eV/Å) of the 6 atoms listed first:
Ti 0.4 -0.5 -0.2
C 0.1 0.0 0.0
O 0.0 0.0 -0.1
C -0.1 0.0 0.0
C 0.0 0.0 0.0
C -0.1 0.0 0.0

Properties
lowest unoccupied orbital energy: -6.720 eV
total charge: +2

Atom charges from the natural (NBO) analysis, given in e for atoms 1 to 8: 1.48 -0.26 -0.47 0.35 -0.32 -0.06 -0.20 -0.16

ORCA calculation (the ωB97M-V functional and the def2-TZVPD basis) on a 2-piece molecular cluster, H2N5O2 overall at a distorted geometry.

Geometry (Å):
N1 -2.7763 -0.7633 -0.5107
N2 0.5686 -0.9044 0.3915
N3 1.0741 0.3121 0.3227
N4 -1.9311 -0.7243 -1.2554
N5 1.0259 1.1055 1.2629
O1 -1.3270 -0.7566 -2.1964
O2 1.7130 2.2489 1.1858
H1 -0.0570 -0.9772 1.2095
H2 1.7097 0.4591 -0.4100

Cartesian forces (eV/Å) of the 6 atoms listed first:
N 1.1 0.3 0.6
N -0.6 -1.3 0.1
N 0.2 -4.6 -7.3
N -5.4 -0.4 4.2
N -1.3 6.8 9.9
O 4.4 0.1 -4.8

Properties
lowest unoccupied orbital energy (alpha / beta): 3.769 / 3.730 eV
2S+1: 3
total charge: -1

Atom charges from the natural (NBO) analysis, given in e for atoms 1 to 8: -0.16 -0.54 -0.25 0.46 -0.19 -0.31 -0.62 0.30

ORCA calculation (the ωB97M-V functional and the def2-TZVPD basis) on one molecule with the formula C3H2N2O2 at a distorted geometry.

Geometry (Å):
O1 -0.8432 -2.1799 0.8008
C1 -0.5755 -1.0096 0.4005
C2 0.5398 -0.2804 0.5101
C3 0.8391 0.7715 -0.1962
O2 0.1034 1.3153 -1.1941
N1 -1.3327 0.7773 -1.1468
N2 -1.7363 -0.0816 -0.3329
H1 1.2657 -0.6642 1.1075
H2 1.7397 1.3516 0.0512

Cartesian forces (eV/Å) of the 6 atoms listed first:
O 0.6 5.3 -2.0
C -5.3 -5.1 0.7
C 1.1 0.1 0.2
C 0.5 3.6 -2.3
O 0.4 -2.0 2.1
N -2.7 -1.5 2.0

Properties
lowest unoccupied orbital energy: -0.665 eV
SMILES string: O=c1cconn1
total charge: 0

Atom charges from the natural (NBO) analysis, given in e for atoms 1 to 8: -0.51 0.63 -0.49 0.28 -0.36 0.16 -0.17 0.25

ORCA calculation (the ωB97M-V functional and the def2-TZVPD basis) on one molecule with the formula C5H7N5O at a distorted geometry.

Geometry (Å):
C1 1.9990 -1.2380 -1.2477
N1 1.1725 -0.0724 -1.4905
C2 0.2497 0.4502 -0.6690
N2 0.0666 1.7802 -0.8307
C3 -0.7126 2.3620 0.0521
N3 -1.3375 1.8366 1.1421
C4 -1.2336 0.5275 1.2239
N4 -1.8885 -0.1468 2.2215
C5 -0.4837 -0.2853 0.2832
N5 -0.7503 -1.6427 0.3811
O1 -0.3253 -2.3236 -0.5388
H1 1.6309 -2.1556 -1.7099
H2 2.9816 -0.9417 -1.6449
H3 2.1409 -1.5023 -0.1893
H4 1.6478 0.6362 -2.0327
H5 -0.7749 3.4352 -0.1300
H6 -1.9208 -1.1575 2.3064
H7 -2.4619 0.4382 2.8734

Cartesian forces (eV/Å) of the 6 atoms listed first:
C 0.8 -0.3 0.1
N 0.2 -0.1 0.2
C 0.3 -0.6 -0.6
N -0.3 -0.2 0.5
C 0.1 0.2 0.5
N 0.5 0.8 -1.0

Properties
lowest unoccupied orbital energy: -0.406 eV
SMILES string: CNc1ncnc(N)c1N=O
total charge: 0

Atom charges from the natural (NBO) analysis, given in e for atoms 1 to 8: -0.41 -0.53 0.45 -0.54 0.32 -0.56 0.47 -0.79

Molar mass: 460.7; 109.2; 1019.9; 104.0; 98.1; 153.1 (g mol⁻¹)
Relative energy (zero: lowest compared OMol25 entry of this formula, charge and spin): 95.2; 103.7; 0.0; 19.7; 90.2; 21.1 (kcal/mol)